[1]
Computed, not measured: 2 unconnected molecules or ions with the total composition C35H35N2O3 in a non-equilibrium geometry, with ωB97M-V with the def2-TZVPD basis set.

Calculated values
- Net charge: +1
- Highest occupied orbital energy: -10.488 eV
- Strongest force on any atom: 2.0 eV/Å
- LUMO energy: -3.87 eV
- Orbital gap: 6.620 eV

```
75
Properties=species:S:1:pos:R:3:forces:R:3
C -6.774 3.298 4.588 0.472 -0.085 0.078
C -6.411 1.955 4.439 0.408 -0.137 -0.048
C -5.079 1.600 4.173 0.093 0.483 -0.134
C -4.079 2.598 4.021 -1.595 0.115 0.245
C -2.709 2.245 3.711 1.168 0.314 -0.816
O -1.873 3.322 3.733 0.186 -1.180 0.809
C -0.507 3.107 3.841 -0.385 -0.480 0.172
C 0.028 1.811 3.655 0.536 1.371 0.083
C 1.432 1.692 3.721 -0.061 0.182 0.435
C 2.207 2.775 4.118 0.045 -0.334 -0.109
C 1.623 4.016 4.441 -0.090 -0.320 -0.363
C 0.259 4.190 4.289 -0.096 0.096 -0.321
C -0.854 0.700 3.479 0.532 -1.572 0.819
C -2.233 0.970 3.429 -0.640 0.399 -0.264
C -4.460 3.943 4.229 0.144 -0.032 -0.095
C -5.781 4.284 4.510 -0.035 -0.177 0.021
H -7.811 3.573 4.807 0.445 -0.133 -0.111
H -7.165 1.171 4.554 0.311 0.274 -0.085
H -4.783 0.552 4.087 -0.351 0.321 0.070
H 1.865 0.717 3.478 0.035 0.545 0.174
H 3.286 2.651 4.196 -0.252 0.071 -0.040
H 2.247 4.849 4.763 -0.182 -0.279 -0.007
H -0.224 5.149 4.505 0.143 -0.456 -0.141
H -0.499 -0.295 3.847 -0.691 1.278 -0.216
H -2.969 0.198 3.198 0.413 0.098 0.562
H -3.706 4.733 4.167 -0.315 -0.311 -0.003
H -6.037 5.330 4.691 0.081 -0.333 -0.141
H -0.894 -1.269 -3.495 0.443 0.013 0.223
C 0.199 -1.425 -3.386 -0.147 0.422 0.830
C 0.464 -2.244 -2.115 0.209 0.014 -0.753
O -0.392 -3.370 -2.191 0.088 -0.515 0.705
C 0.300 -1.495 -0.792 -0.493 -0.111 -0.619
C -0.586 -0.435 -0.651 0.249 -0.199 0.549
C -0.795 0.128 0.629 0.722 -0.799 0.106
N -0.141 -0.290 1.721 -0.485 0.320 -1.962
C 0.782 -1.300 1.587 0.053 -0.479 -0.888
C 1.038 -1.972 0.321 -0.467 0.637 0.912
C 2.010 -3.021 0.241 0.729 -0.341 0.919
C 2.792 -3.314 1.376 -0.478 0.158 -1.458
O 3.894 -4.106 1.384 -0.539 0.155 0.311
C 4.384 -4.701 0.186 -0.158 0.003 0.021
C 2.461 -2.724 2.622 -0.127 0.414 -0.138
C 1.503 -1.748 2.714 0.165 -0.265 0.123
C 0.727 -2.096 -4.668 -0.118 -0.112 -0.308
C 1.606 -1.072 -5.430 -0.229 0.438 1.088
C 2.837 -0.826 -4.535 0.037 -0.310 -0.853
C 2.364 -0.250 -3.213 -1.492 0.682 0.721
N 0.821 -0.123 -3.128 1.619 0.346 -0.747
C 0.420 0.826 -4.184 0.575 -0.333 0.617
C 0.847 0.306 -5.565 0.460 -0.667 -0.575
C -0.286 0.179 -6.557 0.533 -0.212 -0.970
C -0.148 -0.590 -7.655 -0.456 0.700 0.492
H 1.515 -2.573 -2.214 -0.336 0.100 0.206
H -0.157 -3.999 -1.484 -0.209 0.327 -0.435
H -1.108 -0.008 -1.509 0.189 -0.303 0.361
H -1.529 0.929 0.742 0.224 -0.128 0.197
H 2.161 -3.606 -0.685 0.003 0.682 0.658
H 5.267 -5.261 0.491 -0.133 0.060 -0.088
H 3.649 -5.387 -0.245 0.038 0.033 0.028
H 4.668 -3.947 -0.555 -0.092 0.031 0.100
H 3.016 -3.046 3.490 0.062 0.028 0.089
H 1.281 -1.280 3.662 0.146 -0.210 0.163
H 1.336 -2.978 -4.400 -0.193 0.218 -0.217
H -0.128 -2.447 -5.267 0.412 0.085 0.078
H 1.894 -1.460 -6.410 0.064 0.147 0.353
H 3.368 -1.773 -4.375 -0.023 0.166 -0.117
H 3.525 -0.128 -5.027 -0.043 -0.185 0.052
H 2.726 -0.844 -2.363 -0.198 0.242 -0.092
H 2.742 0.775 -3.096 -0.146 -0.306 0.181
H -0.660 1.002 -4.111 0.096 -0.089 -0.063
H 0.940 1.768 -3.962 -0.312 -0.120 -0.060
H 1.597 1.028 -5.937 -0.333 -0.250 -0.222
H -1.159 0.825 -6.368 0.279 -0.472 -0.352
H -0.903 -0.611 -8.442 0.129 -0.082 0.294
H 0.762 -1.184 -7.822 -0.634 0.352 -0.034
```
Positions in Å, forces in eV/Å.


[2]
Computed, not measured: a single C18H22ClN3O3S molecule in a non-equilibrium geometry, with ωB97M-V with the def2-TZVPD basis set.

Calculated values
- Net charge: 0
- Highest occupied orbital energy: -8.031 eV
- SMILES: CCCNC(=O)c1onc(CSc2ccc(Cl)cc2)c1C(=O)NC(C)C
- Strongest force on any atom: 1.3 eV/Å
- LUMO energy: -0.16 eV
- Orbital gap: 7.872 eV

```
48
Properties=species:S:1:pos:R:3:forces:R:3
C -4.583 -1.150 -2.785 -0.175 -0.065 0.114
H -4.952 -1.710 -3.641 0.040 -0.040 -0.109
C -5.580 -1.218 -1.635 0.250 0.189 0.017
H -5.729 -2.259 -1.337 -0.115 -0.029 0.013
H -6.544 -0.823 -1.959 -0.070 -0.057 0.057
C -5.114 -0.408 -0.426 -0.388 0.089 -0.167
N -3.886 -0.935 0.123 -0.080 -0.254 0.060
C -2.741 -0.240 0.158 -0.276 -0.261 0.067
O -2.645 0.927 -0.193 0.083 0.124 -0.056
C -1.590 -1.027 0.666 1.262 0.047 0.307
C -0.301 -0.724 1.054 -0.866 -0.458 -0.110
C 0.246 -2.005 1.397 -0.720 0.356 -0.184
N -0.650 -2.940 1.226 0.969 -0.629 0.471
O -1.779 -2.359 0.782 -0.565 0.787 -0.332
C 1.620 -2.341 1.829 0.590 -0.410 -0.313
H 1.593 -3.157 2.550 -0.008 0.128 0.052
H 2.131 -1.473 2.233 -0.100 -0.110 0.086
S 2.569 -2.999 0.392 -0.156 0.008 0.060
C 3.916 -1.882 0.105 -0.131 -0.088 0.124
C 3.959 -0.557 0.514 0.034 -0.059 -0.005
C 5.060 0.222 0.204 0.170 -0.025 -0.082
C 6.108 -0.316 -0.522 -0.182 -0.124 0.045
C 6.069 -1.637 -0.946 0.045 0.155 -0.018
C 4.975 -2.415 -0.628 -0.188 0.053 0.105
H 4.930 -3.445 -0.945 0.071 -0.136 -0.033
H 6.888 -2.050 -1.512 0.088 -0.011 -0.048
Cl 7.479 0.665 -0.909 0.183 0.127 -0.051
H 5.096 1.251 0.527 0.043 0.107 0.017
H 3.153 -0.106 1.069 -0.070 -0.019 0.025
C 0.419 0.566 1.238 -0.308 0.184 -0.305
O 1.423 0.617 1.937 0.160 -0.032 0.257
N -0.095 1.613 0.590 -0.031 0.186 -0.074
H -0.993 1.523 0.115 0.046 -0.215 0.056
C 0.459 2.949 0.687 0.173 0.251 0.040
C 0.757 3.471 -0.715 0.094 -0.118 0.260
H 1.196 4.463 -0.660 0.026 0.137 -0.042
H -0.162 3.527 -1.295 -0.101 0.037 -0.117
H 1.453 2.810 -1.226 0.050 -0.039 -0.075
C -0.524 3.857 1.421 0.242 -0.172 0.002
H -0.122 4.864 1.495 -0.001 0.144 0.010
H -0.709 3.481 2.425 -0.047 -0.007 0.092
H -1.469 3.894 0.884 -0.133 0.049 -0.048
H 1.388 2.863 1.262 -0.179 0.025 -0.116
H -3.875 -1.909 0.391 0.124 0.097 0.036
H -4.912 0.626 -0.713 -0.099 -0.096 0.081
H -5.885 -0.418 0.352 0.082 0.095 -0.061
H -4.425 -0.118 -3.089 0.052 0.104 -0.072
H -3.624 -1.569 -2.491 0.113 -0.029 -0.036
```
Positions in Å, forces in eV/Å.


[3]
Computed, not measured: a molecular structure, C28H40F30Mg2N6O22S10 in a non-equilibrium geometry, with ωB97M-V with the def2-TZVPD basis set.

Calculated values
- Net charge: +1
- Expectation value of S²: 0.762
- 2S+1: 2
- Highest occupied orbital energy (alpha / beta): -11.319 / -11.319 eV
- Strongest force on any atom: 6.9 eV/Å
- LUMO energy (alpha / beta): -3.11 / -6.17 eV
- Orbital gap (alpha / beta): 8.210 / 5.147 eV

```
138
Properties=species:S:1:pos:R:3:forces:R:3
Mg -2.528 -1.932 -1.359 -0.351 2.918 -0.493
Mg -2.202 2.303 -2.903 -1.002 0.242 0.938
C 5.017 2.009 -0.296 -0.186 0.230 -0.163
C 5.238 0.612 0.334 -0.328 0.254 -0.392
C 5.644 -0.393 -0.776 0.331 0.435 1.108
N 5.592 -1.905 -0.373 0.274 -0.888 -0.227
C 4.155 -2.238 0.141 0.460 -0.786 -1.150
C 3.934 -3.770 0.228 -0.271 -0.292 1.399
C 4.291 -4.574 -1.020 0.255 1.558 0.600
C 5.777 -4.301 -1.331 -0.728 0.020 -1.715
C 6.033 -2.813 -1.590 -1.077 0.839 0.702
C 6.617 -2.287 0.727 -0.777 1.701 -0.535
H 4.798 2.794 0.428 0.101 -0.302 0.370
H 4.179 2.073 -0.990 -0.057 -0.452 -0.054
H 5.875 2.384 -0.853 0.261 -0.293 0.042
H 4.346 0.293 0.873 -0.129 0.139 -0.108
H 6.028 0.714 1.078 0.107 -0.232 -0.005
H 6.643 -0.031 -1.017 0.457 -1.009 -0.150
H 5.081 -0.193 -1.688 -0.474 -0.710 0.143
H 3.413 -1.818 -0.538 0.324 0.079 -0.427
H 4.021 -1.686 1.071 0.211 -0.455 0.121
H 2.901 -3.971 0.514 -0.320 0.468 -0.243
H 4.447 -4.145 1.113 0.506 -0.106 0.008
H 3.637 -4.142 -1.778 0.310 0.054 -0.623
H 4.010 -5.627 -1.038 0.304 0.016 0.624
H 5.862 -4.760 -2.316 0.713 -0.029 -0.147
H 6.535 -4.768 -0.703 -0.371 0.001 0.254
H 5.444 -2.443 -2.430 -0.130 -0.191 -0.020
H 7.069 -2.542 -1.795 0.028 -0.162 0.210
H 7.524 -1.788 0.387 0.090 -0.012 0.503
H 6.825 -3.348 0.869 -0.567 0.125 -0.450
H 6.193 -1.861 1.636 0.541 0.008 0.119
C -3.424 -4.497 6.469 -0.475 0.361 -0.487
C -2.318 -3.452 6.383 1.018 -0.661 0.362
C -1.399 -3.671 5.166 -0.254 1.140 0.633
N -0.136 -2.734 5.149 0.004 -0.768 1.554
C 0.533 -2.800 3.783 0.334 1.093 -0.009
C -0.134 -1.957 2.697 -1.315 0.086 0.353
C -0.610 -0.561 3.124 0.524 -0.215 0.026
C -1.218 -0.489 4.527 -0.109 -0.881 0.598
C -0.367 -1.259 5.591 -0.809 0.761 -1.681
C 0.911 -3.302 6.162 -0.359 -0.336 -0.913
H -3.985 -4.348 7.392 -0.045 0.006 -0.106
H -3.087 -5.533 6.458 0.271 0.109 -0.030
H -4.101 -4.352 5.627 -0.229 -0.204 0.052
H -1.750 -3.593 7.303 0.307 0.341 0.064
H -2.719 -2.439 6.392 -0.103 -0.089 -0.087
H -2.010 -3.486 4.283 0.432 0.152 -0.254
H -1.015 -4.690 5.125 0.114 0.101 0.013
H 0.609 -3.826 3.421 -0.004 -0.129 0.538
H 1.516 -2.414 4.052 0.270 -0.065 -0.575
H -1.028 -2.477 2.350 -0.106 -0.393 0.067
H 0.450 -1.853 1.782 0.386 -0.363 0.363
H -1.300 -0.217 2.354 -0.052 0.226 0.214
H 0.258 0.096 3.055 -0.010 0.317 0.218
H -2.231 -0.886 4.592 -0.160 -0.187 -0.430
H -1.345 0.548 4.835 0.312 0.015 0.129
H -0.798 -1.188 6.589 -0.072 -0.565 -0.152
H 0.564 -0.693 5.626 0.550 -0.782 0.004
H 0.550 -3.597 7.148 -0.624 0.859 -0.077
H 1.712 -2.564 6.206 -0.096 -0.218 0.185
H 1.280 -4.259 5.792 0.127 0.211 -0.543
C -4.883 1.184 0.456 -0.041 -2.114 -3.429
F -5.918 0.481 0.913 0.213 0.590 0.480
F -5.101 2.465 0.428 0.082 -0.135 0.571
F -3.769 0.835 1.071 0.031 0.412 0.863
S -4.603 0.492 -1.422 -0.856 0.772 0.153
O -5.857 0.548 -2.138 1.443 0.061 0.893
O -3.494 1.343 -1.886 -1.274 -0.746 0.636
O -4.081 -0.903 -1.281 -0.985 0.414 0.808
C 1.318 0.500 -0.421 -1.810 1.573 -1.853
F 1.482 -0.366 0.560 0.445 0.016 -0.143
F 1.806 1.703 -0.095 -0.107 -1.031 0.077
F 1.873 0.099 -1.575 0.121 -0.121 1.158
S -0.594 0.751 -0.719 -3.320 2.007 1.055
O -1.105 1.431 0.489 1.838 -1.536 -1.623
O -0.858 1.602 -1.918 3.479 -2.585 2.402
O -1.201 -0.592 -0.900 1.574 0.622 0.591
C 0.030 -0.290 -4.837 -0.104 0.049 -0.224
F 0.492 0.958 -4.954 -0.035 -0.926 -0.249
F 0.462 -1.082 -5.859 -0.594 1.285 1.964
F 0.420 -0.751 -3.620 -0.022 -0.088 -1.449
S -1.900 -0.251 -4.795 -0.440 -2.101 3.303
O -2.411 -0.881 -5.963 0.232 0.716 0.078
O -2.239 -1.019 -3.557 0.774 2.219 -1.334
N -2.275 1.460 -4.544 0.987 -5.334 -3.013
S -2.647 1.901 -6.021 0.426 2.590 -5.838
O -2.745 3.333 -6.049 -0.533 -0.098 1.102
O -1.818 1.410 -7.170 -1.827 0.176 3.526
C -4.463 1.225 -6.288 0.842 -0.411 -2.553
F -4.915 0.574 -5.236 -0.385 0.673 0.291
F -5.290 2.212 -6.737 1.062 -1.253 1.293
F -4.349 0.317 -7.300 -0.454 0.998 0.794
C -0.486 5.759 -4.539 -1.083 0.908 1.600
F 0.003 6.976 -4.348 0.913 -0.363 -0.034
F -1.672 5.986 -5.120 1.341 -1.625 -0.230
F 0.408 4.966 -5.158 -1.582 0.888 0.167
S -0.709 5.030 -2.667 0.406 1.612 0.108
O 0.332 4.057 -2.565 -0.062 -1.059 -0.305
O -0.597 6.135 -1.700 -0.972 -1.968 -2.162
N -2.281 4.154 -2.715 3.063 3.274 -0.048
S -3.262 5.272 -2.186 -3.149 2.473 2.349
O -3.252 5.312 -0.715 -0.339 -0.162 -2.208
O -3.189 6.516 -2.921 0.240 -0.945 0.461
C -4.976 4.581 -2.664 1.776 0.768 -0.491
F -5.059 3.452 -1.996 -0.989 -0.650 0.309
F -5.944 5.427 -2.335 0.440 -0.534 -0.190
F -4.995 4.310 -3.979 -0.314 0.205 0.549
C -0.073 -5.393 -0.448 -1.083 -1.089 0.407
F -1.296 -5.904 -0.513 0.091 0.621 0.755
F 0.156 -4.898 0.842 -0.146 -0.724 -2.152
F 0.742 -6.421 -0.714 0.204 1.582 0.371
S 0.037 -3.974 -1.747 3.566 2.365 -0.369
O 0.694 -2.874 -0.993 -1.737 -1.773 -0.811
O 0.873 -4.496 -2.866 -2.771 1.047 2.798
N -1.711 -3.392 -2.120 5.243 -4.502 0.025
S -1.890 -4.371 -3.398 -1.147 -1.953 -5.116
O -1.244 -3.871 -4.626 -1.572 -0.028 2.529
O -1.653 -5.797 -3.182 -0.319 1.683 0.981
C -3.809 -4.221 -3.543 2.336 -1.796 -0.170
F -4.245 -5.140 -4.409 0.097 0.983 0.546
F -4.316 -4.442 -2.341 -0.525 -0.341 0.630
F -4.050 -3.007 -3.875 -1.043 1.482 -0.966
C 1.741 8.074 3.183 0.328 -0.222 1.255
F 2.794 8.528 2.533 -0.731 1.033 -0.343
F 1.904 6.776 3.205 0.104 -1.345 0.515
F 1.755 8.568 4.457 -0.294 -0.447 -1.739
S 0.003 8.374 2.414 -0.024 6.689 -0.324
O -0.899 8.670 3.533 1.456 -1.740 -1.931
O 0.164 9.468 1.467 0.173 -1.788 0.963
N -0.272 7.011 1.383 1.366 1.776 0.853
S -1.043 6.122 2.369 -1.147 -5.620 2.643
O -0.502 5.943 3.727 -0.447 0.499 -1.914
O -2.443 6.406 2.301 -0.303 0.368 -0.261
C -0.751 4.363 1.661 -0.443 1.594 -0.411
F -1.673 3.655 2.261 -0.293 -0.860 0.510
F -0.964 4.324 0.351 0.881 -0.152 0.859
F 0.475 3.949 2.022 -0.608 0.048 -0.602
```
Positions in Å, forces in eV/Å.


[4]
Computed, not measured: a molecular structure, C8H12OS in a non-equilibrium geometry, with ωB97M-V with the def2-TZVPD basis set.

Calculated values
- Net charge: 0
- Expectation value of S²: 2.031
- 2S+1: 3
- Highest occupied orbital energy (alpha / beta): -6.320 / -9.625 eV
- Strongest force on any atom: 5.3 eV/Å
- LUMO energy (alpha / beta): 0.82 / -2.10 eV
- Orbital gap (alpha / beta): 7.137 / 7.529 eV

```
22
Properties=species:S:1:pos:R:3:forces:R:3
C -1.857 -1.224 0.658 -2.079 0.429 1.945
C -3.090 -0.691 1.006 2.432 -0.693 0.672
C 1.491 0.799 -0.379 -0.517 -1.256 -0.108
C 1.386 -0.747 -0.442 -0.731 0.051 0.912
C 0.473 1.393 0.572 0.564 -3.819 1.085
C -0.049 -1.174 -0.946 2.226 2.430 2.170
C -0.910 1.020 0.179 -0.363 -1.043 -0.521
C -1.025 -0.514 -0.088 1.724 3.200 -0.969
O -4.735 0.894 -0.333 -0.854 0.277 0.694
S -3.546 -0.002 -0.414 -1.558 2.189 -4.576
H -1.628 -2.180 0.951 0.696 -2.543 0.651
H -3.628 -0.712 1.850 -2.056 -0.790 2.837
H 2.392 1.070 0.176 0.766 0.036 -1.358
H 1.304 1.133 -1.461 0.828 0.225 1.619
H 2.043 -1.090 -1.176 1.377 -0.591 -1.206
H 1.725 -1.232 0.493 -0.557 0.306 -0.161
H 0.653 0.924 1.632 -0.076 0.892 -1.702
H 0.709 2.386 0.617 -0.150 2.880 0.371
H 0.028 -0.836 -1.937 -0.818 0.481 -1.600
H -0.314 -2.163 -0.892 0.188 -2.757 -0.264
H -1.535 1.421 0.929 -1.140 -0.516 1.318
H -1.290 1.584 -0.626 0.099 0.610 -1.810
```
Positions in Å, forces in eV/Å.


no.,total energy (eV)
1,-45977.4339
2,-52993.9840
3,-284422.0113
4,-21367.6270